# 1
{"formula": "C30H29N3O3PdSTe", "method": "ωB97M-V with the def2-TZVPD basis set", "charge": -2, "spin_multiplicity": 1, "e_lumo_ev": 4.563, "species": ["Pd", "O", "C", "C", "C", "C", "C", "C", "N", "H", "H", "H", "H", "H", "H", "H", "O", "S", "O", "N", "C", "C", "C", "C", "C", "C", "C", "C", "N", "C", "C", "C", "C", "C", "C", "C", "H", "H", "H", "H", "H", "H", "H", "H", "H", "H", "H", "C", "C", "C", "C", "C", "C", "Te", "C", "C", "C", "H", "H", "H", "H", "H", "H", "H", "H", "H", "H", "H"], "xyz": [[0.1254, -0.3986, -0.4697], [0.4578, 1.0631, 2.1157], [1.5183, 0.1571, 1.9879], [1.9667, -0.0717, 0.5565], [2.6610, -1.2593, 0.2329], [3.2793, -1.3646, -0.9968], [3.2301, -0.2748, -1.8705], [2.5181, 0.8454, -1.4806], [1.9068, 0.9804, -0.2999], [-0.1854, 0.8092, 1.4051], [1.2472, -0.8233, 2.4177], [2.3540, 0.5712, 2.5753], [2.6852, -2.0695, 0.9516], [3.7854, -2.2816, -1.2781], [3.7113, -0.3078, -2.8386], [2.4405, 1.6991, -2.1510], [-1.5869, -3.0713, -0.7464], [-1.1665, -2.4856, 0.5070], [0.2098, -2.6662, 0.9166], [-1.6976, -1.0455, 0.8714], [-2.8403, -0.5982, 0.3036], [-4.0054, -1.3483, 0.1665], [-5.1376, -0.7925, -0.4099], [-5.1655, 0.5199, -0.8360], [-4.0216, 1.3252, -0.7077], [-3.9630, 2.6860, -1.0890], [-2.7837, 3.3788, -0.9304], [-1.6644, 2.7112, -0.4325], [-1.6738, 1.4374, -0.0772], [-2.8398, 0.7588, -0.1586], [-2.0197, -3.5621, 1.7190], [-1.9654, -3.2400, 3.0626], [-2.5977, -4.0390, 3.9983], [-3.3043, -5.1603, 3.5861], [-3.3639, -5.4809, 2.2379], [-2.7230, -4.6811, 1.3082], [-4.0106, -2.3714, 0.5141], [-6.0224, -1.4096, -0.5151], [-6.0625, 0.9404, -1.2778], [-4.8510, 3.1689, -1.4864], [-2.7139, 4.4268, -1.2026], [-0.7209, 3.2303, -0.3095], [-1.4196, -2.3536, 3.3464], [-2.5458, -3.7854, 5.0499], [-3.8059, -5.7849, 4.3158], [-3.9103, -6.3567, 1.9099], [-2.7544, -4.8904, 0.2493], [0.8361, 1.1197, -8.4767], [0.7035, 0.5990, -7.0684], [-0.0758, 1.2390, -6.1145], [-0.2783, 0.6936, -4.8566], [-1.1196, 1.4231, -3.8555], [0.2802, -0.5440, -4.5049], [-0.3445, -1.5804, -2.7214], [1.1325, -1.1423, -5.4411], [1.8359, -2.4267, -5.1180], [1.3312, -0.5800, -6.6919], [0.5505, 2.1692, -8.5472], [0.1851, 0.5512, -9.1477], [1.8578, 1.0088, -8.8444], [-0.5531, 2.1813, -6.3678], [-1.4705, 2.3833, -4.2352], [-0.5571, 1.5848, -2.9296], [-1.9854, 0.8124, -3.5951], [2.2451, -2.3843, -4.1116], [2.6393, -2.6199, -5.8294], [1.1250, -3.2510, -5.1365], [1.9823, -1.0823, -7.4031]], "atomic_forces_ev_per_a": [[0.423, 0.866, -0.765], [-0.405, 0.098, -0.147], [0.330, -0.096, 0.290], [-0.395, 0.055, 0.534], [0.483, -0.173, -0.473], [0.062, 0.112, 0.498], [0.143, 0.220, -0.052], [0.513, -0.184, -0.494], [0.124, 0.274, 0.161], [0.195, 0.284, 0.472], [0.180, 0.124, -0.139], [-0.064, -0.049, -0.028], [-0.127, 0.016, -0.106], [-0.014, 0.024, -0.005], [-0.069, 0.017, -0.069], [-0.054, -0.054, 0.003], [-0.352, -0.052, 0.166], [-0.708, -1.534, 1.341], [-0.109, -0.103, 0.360], [1.058, -0.764, 0.213], [-0.897, -0.129, -0.214], [0.672, 0.196, 0.197], [-0.467, 0.629, -0.313], [-0.477, -0.425, 0.004], [0.413, 0.066, 0.147], [0.381, 0.095, 0.116], [-0.854, 0.073, -0.312], [0.383, -0.914, 0.349], [-0.330, 1.128, 0.153], [-0.234, 0.151, -0.246], [0.103, 0.263, -0.346], [0.106, 0.087, 0.091], [-0.021, 0.040, 0.071], [-0.061, -0.156, 0.064], [-0.084, -0.111, 0.128], [0.111, 0.099, -0.227], [-0.050, -0.011, -0.068], [-0.060, 0.021, -0.040], [-0.013, -0.003, 0.003], [0.045, -0.028, -0.022], [0.014, -0.054, 0.009], [0.119, -0.044, -0.057], [0.064, 0.138, 0.148], [-0.013, 0.012, 0.040], [-0.014, -0.015, 0.020], [-0.039, -0.031, 0.005], [-0.031, -0.089, -0.101], [-0.060, -0.121, 0.107], [0.079, 0.037, -0.040], [0.055, 0.072, -0.310], [-0.072, 0.127, 0.301], [-0.084, 0.132, 0.023], [-0.094, 0.036, 0.271], [0.027, -0.277, -1.503], [0.205, -0.245, 0.075], [0.016, 0.052, -0.033], [-0.037, 0.194, -0.219], [0.008, 0.069, 0.001], [0.001, 0.054, -0.096], [0.044, 0.042, -0.041], [-0.035, 0.074, 0.005], [0.021, 0.140, -0.114], [-0.122, -0.080, -0.018], [-0.033, -0.009, 0.169], [0.005, -0.077, 0.140], [0.062, -0.061, -0.136], [-0.003, -0.184, 0.081], [0.037, -0.041, -0.025]]}


# 2
{"formula": "C3H10Cl2Si2", "method": "ωB97M-V with the def2-TZVPD basis set", "spin_multiplicity": 1, "e_lumo_ev": [-0.922, -1.013], "species": ["C", "C", "C", "Si", "Si", "Cl", "Cl", "H", "H", "H", "H", "H", "H", "H", "H", "H", "H"], "xyz": [[0.0413, 0.5974, -2.4546], [2.3820, 0.8998, -0.4361], [-2.3107, -1.4570, 1.7216], [-0.5342, -1.0594, 2.2374], [0.4774, 1.1844, -0.7339], [-2.4156, -2.3745, 0.1422], [0.4347, 3.3286, -0.6886], [0.8929, 0.2427, -3.0392], [-0.7040, -0.0869, -2.4119], [-0.5140, 1.4197, -2.8944], [2.9303, 1.8893, -0.7275], [2.6467, 0.8037, 0.6324], [2.6965, 0.0926, -1.0814], [-3.1324, -0.6557, 1.6849], [-2.6569, -2.1164, 2.4598], [0.2193, -2.1993, 2.0360], [-0.4532, -0.5089, 3.5534]], "atomic_forces_ev_per_a": [[1.159, 2.146, 0.257], [-0.164, 2.418, 0.204], [-1.149, 1.432, -1.090], [-1.225, 2.154, -1.938], [1.846, 0.354, 0.751], [0.238, 0.477, 0.662], [-0.429, -0.746, 0.024], [-0.152, 0.248, 0.034], [-2.000, -2.783, 0.240], [0.480, 0.483, -0.534], [-1.019, -1.760, 0.110], [-0.181, -0.504, -0.578], [0.371, -0.354, 0.158], [1.657, -0.845, -0.070], [-0.623, -1.274, 1.009], [1.213, -1.764, -0.168], [-0.022, 0.317, 0.929]]}


# 3
{"formula": "C10H18FNO3", "method": "ωB97M-V with the def2-TZVPD basis set", "smiles": "[H]/N=C(\\OCC)[C@@](F)(C(=O)OCC)C(C)C", "spin_multiplicity": 1, "e_lumo_ev": 0.818, "species": ["C", "C", "C", "C", "C", "C", "C", "C", "C", "C", "N", "O", "O", "O", "F", "H", "H", "H", "H", "H", "H", "H", "H", "H", "H", "H", "H", "H", "H", "H", "H", "H", "H"], "xyz": [[1.0787, 0.3228, -0.5383], [-1.4524, -0.0450, -0.5456], [4.0568, 1.2019, -0.2049], [-3.9627, 2.2212, 1.0989], [1.2437, -2.6379, 0.4068], [-1.1671, -3.0248, 0.2194], [2.7438, 1.8196, 0.0841], [-3.0850, 1.7787, -0.1960], [-0.0225, -2.1363, -0.1845], [-0.2229, -0.6191, 0.1152], [1.3118, 0.2904, -1.7783], [-1.8575, -0.3086, -1.6456], [1.5595, 1.1280, 0.4381], [-2.0557, 0.8274, 0.2808], [-0.2415, -0.2615, 1.4543], [4.7713, 1.1649, 0.6306], [3.7236, 0.1996, -0.5688], [4.6660, 1.6974, -1.0384], [-4.9974, 2.1628, 0.8820], [-3.5570, 1.5911, 1.9076], [-3.6809, 3.2163, 1.3416], [1.2556, -3.7217, 0.1075], [2.0486, -2.1220, 0.0645], [1.3311, -2.7068, 1.4314], [-1.2786, -2.8121, 1.2653], [-2.1400, -2.6141, -0.1889], [-1.1489, -4.1713, 0.0832], [2.4918, 2.2726, -0.9422], [2.6954, 2.5899, 0.7515], [-2.5206, 2.6049, -0.5255], [-3.7141, 1.2678, -0.8923], [0.2060, -2.1347, -1.2184], [1.9208, 0.9586, -2.0949]], "atomic_forces_ev_per_a": [[-2.537, -1.256, 0.557], [-1.469, 0.858, -0.160], [1.275, -1.611, -0.516], [3.036, -1.339, -1.448], [-1.403, -3.157, -0.736], [-2.347, 0.019, -0.245], [-1.425, 2.048, -4.060], [-0.630, -1.232, 2.835], [0.342, 1.021, 0.544], [2.232, 1.133, -0.631], [-2.151, -2.208, 1.780], [0.411, -0.202, 0.027], [0.490, -2.076, -0.329], [-0.198, 0.547, 0.230], [0.079, -1.013, -0.354], [-0.537, -0.472, -0.021], [1.196, 0.268, 0.248], [-1.354, -0.468, 0.984], [-0.949, -0.325, 0.133], [-0.852, 0.069, -0.174], [0.014, 0.980, 0.224], [0.634, 0.916, -0.068], [2.579, 1.265, -1.237], [-0.334, 0.341, 2.539], [-0.138, -0.423, 0.939], [0.963, -0.762, 0.025], [0.485, 2.034, -0.123], [0.103, 0.085, 1.434], [0.593, 2.153, 1.806], [0.284, 0.903, -1.006], [-0.102, 0.033, -0.815], [-0.415, 0.007, -1.407], [2.125, 1.865, -0.975]]}


Electronic energy in Ha, matching the order above: -2344.65759; -1619.59041; -772.08511
ΔE to the lowest compared entry with this formula, charge and spin in eV, matching the order above: 1.751; 4.647; 0.000